[1]
C25H26N2O2S4SbSiW as an isolated structure. Source: the Open Molecules 2025 dataset; level of theory: ωB97M-V with the def2-TZVPD basis set.

Atoms and positions in Å:
W (0.474, -0.989, 2.460)
O (0.483, 0.829, 2.112)
C (1.025, 1.870, 1.447)
C (0.360, 3.087, 1.429)
C (0.912, 4.133, 0.712)
C (2.104, 3.962, 0.023)
C (2.753, 2.743, 0.039)
C (2.226, 1.668, 0.757)
C (2.859, 0.359, 0.775)
N (2.371, -0.785, 1.264)
C (3.317, -1.762, 1.015)
C (4.369, -1.206, 0.372)
N (4.070, 0.122, 0.238)
H (-0.575, 3.183, 1.964)
H (0.408, 5.089, 0.685)
H (2.525, 4.783, -0.540)
H (3.661, 2.633, -0.539)
H (3.170, -2.779, 1.327)
H (5.289, -1.630, 0.014)
H (4.652, 0.816, -0.199)
S (-0.854, -1.136, 4.271)
Sb (1.174, -2.447, 4.991)
S (2.349, -0.621, 4.175)
S (1.057, -3.288, 2.736)
S (1.263, -3.624, 6.830)
C (-2.897, -2.905, -0.396)
C (-1.917, -2.261, -1.386)
C (-2.691, -1.706, -2.590)
C (-0.901, -3.303, -1.857)
Si (-1.092, -0.790, -0.548)
O (-0.251, -1.422, 0.826)
C (-2.333, 0.391, 0.195)
C (-2.723, 0.187, 1.521)
C (-3.621, 1.033, 2.151)
C (-4.172, 2.094, 1.446)
C (-3.839, 2.284, 0.112)
C (-2.930, 1.440, -0.509)
C (0.267, 0.016, -1.559)
C (0.180, 1.312, -2.071)
C (1.187, 1.839, -2.866)
C (2.309, 1.079, -3.160)
C (2.426, -0.204, -2.642)
C (1.415, -0.728, -1.852)
H (-3.390, -3.756, -0.871)
H (-3.674, -2.207, -0.080)
H (-2.384, -3.277, 0.495)
H (-3.202, -2.524, -3.103)
H (-2.028, -1.228, -3.315)
H (-3.455, -0.987, -2.287)
H (-1.430, -4.154, -2.294)
H (-0.296, -3.682, -1.030)
H (-0.236, -2.904, -2.625)
H (-2.333, -0.687, 2.039)
H (-3.900, 0.858, 3.183)
H (-4.875, 2.760, 1.928)
H (-4.290, 3.093, -0.448)
H (-2.701, 1.606, -1.555)
H (-0.672, 1.935, -1.834)
H (1.094, 2.844, -3.256)
H (3.088, 1.483, -3.794)
H (3.297, -0.806, -2.871)
H (1.528, -1.730, -1.454)

Summary:
total charge = +1
multiplicity = 1
DFT total energy = -3417.82221 hartree
gap between HOMO and LUMO = 0.243 hartree
energy above the lowest of the compared OMol25 structures with the same formula, charge and spin = 28.5 kcal per mole

Atomic partial charges in e from the Löwdin method, atoms 1 to 2: number 1, W, carries 1.038; number 2, O, carries -0.287



[2]
C25H26N2O3S as an isolated structure at a distorted geometry. Source: the Open Molecules 2025 dataset; level of theory: ωB97M-V with the def2-TZVPD basis set.

Atoms and positions in Å:
C (-3.794, -1.546, 1.992)
C (-3.369, -2.187, 3.285)
C (-4.278, -2.897, 4.133)
C (-3.718, -3.382, 5.235)
C (-2.412, -3.188, 5.494)
C (-1.362, -2.707, 4.574)
C (-1.712, -2.089, 3.449)
C (-1.056, -1.441, 2.433)
N (-1.172, 0.006, 2.429)
S (-0.781, 0.708, 4.067)
O (0.190, -0.273, 4.603)
O (-0.570, 2.049, 3.649)
C (-2.411, 0.774, 4.935)
H (-3.133, 0.735, 4.163)
H (-2.414, 1.380, 5.630)
H (-2.353, -0.428, 5.272)
C (-0.400, 0.737, 1.531)
C (0.940, 1.089, 1.524)
C (1.297, 1.617, 0.463)
C (0.822, 1.808, -0.755)
C (-0.645, 1.502, -0.901)
C (-1.031, 0.701, 0.152)
H (-2.193, 0.360, 0.141)
H (-0.987, 1.505, -1.766)
C (1.086, 2.582, -2.047)
O (1.020, 3.753, -2.078)
N (2.261, 2.066, -2.559)
C (2.348, 0.353, -2.461)
C (3.598, -0.070, -3.432)
C (3.109, 0.293, -4.739)
C (2.902, -0.675, -5.911)
C (2.499, -0.074, -7.170)
C (2.241, 1.120, -7.292)
C (2.334, 2.194, -6.230)
C (2.749, 1.698, -5.006)
C (2.772, 2.329, -3.843)
H (2.140, 3.542, -4.000)
H (4.096, 2.615, -3.525)
H (2.047, 3.063, -6.431)
H (2.031, 1.386, -8.407)
H (2.659, -0.875, -7.786)
H (3.483, -1.765, -5.778)
H (4.523, 0.399, -3.254)
H (3.604, -1.032, -3.270)
H (1.457, -0.048, -2.673)
H (2.731, 0.349, -1.239)
H (2.472, 2.131, 0.646)
H (1.398, 0.997, 2.614)
H (-0.059, -1.789, 2.747)
H (-1.039, -1.855, 1.343)
H (-0.464, -2.779, 4.770)
H (-2.005, -3.902, 6.325)
H (-4.550, -3.952, 5.967)
H (-5.141, -2.786, 3.957)
H (-4.864, -1.538, 2.085)
H (-3.358, -2.192, 1.091)
H (-3.538, -0.375, 1.854)

Summary:
total charge = 0
multiplicity = 1
DFT total energy = -1700.90210 hartree
gap between HOMO and LUMO = 0.325 hartree
energy above the lowest of the compared OMol25 structures with the same formula, charge and spin = 530.8 kcal per mole

Atomic partial charges in e from the Löwdin method, atoms 1 to 2: number 1, C, carries -0.090; number 2, C, carries -0.098



[3]
C25H26N2O3SZr as an isolated structure. Source: the Open Molecules 2025 dataset; level of theory: ωB97M-V with the def2-TZVPD basis set.

Atoms and positions in Å:
Zr (0.225, -0.260, 0.210)
C (3.356, -4.962, 0.270)
C (4.742, -4.329, 0.155)
C (5.414, -4.862, -1.120)
C (5.571, -4.734, 1.383)
C (4.670, -2.809, 0.083)
C (5.864, -2.070, -0.054)
C (5.889, -0.696, -0.137)
C (4.673, -0.022, -0.085)
S (4.346, 1.684, -0.189)
C (2.676, 1.395, -0.033)
N (2.355, 0.098, 0.088)
C (3.481, -0.728, 0.057)
C (3.471, -2.119, 0.147)
C (1.626, 2.417, -0.055)
C (1.943, 3.772, -0.128)
C (0.921, 4.705, -0.176)
C (-0.402, 4.288, -0.150)
C (-0.710, 2.934, -0.070)
C (0.285, 1.957, -0.026)
H (3.460, -6.046, 0.312)
H (2.734, -4.730, -0.598)
H (2.836, -4.649, 1.179)
H (5.466, -5.950, -1.081)
H (6.431, -4.490, -1.233)
H (4.849, -4.580, -2.010)
H (5.639, -5.820, 1.440)
H (5.110, -4.373, 2.304)
H (6.587, -4.343, 1.335)
H (6.804, -2.601, -0.098)
H (6.823, -0.163, -0.246)
H (2.537, -2.652, 0.273)
H (2.973, 4.108, -0.150)
H (1.156, 5.759, -0.236)
H (-1.196, 5.021, -0.195)
H (-1.757, 2.647, -0.053)
O (-2.023, -0.099, 0.521)
C (-2.610, -0.068, 1.838)
C (-1.501, -0.106, 2.854)
C (-1.794, -0.198, 4.205)
C (-0.755, -0.184, 5.120)
C (0.552, -0.065, 4.662)
C (0.767, 0.018, 3.304)
N (-0.238, -0.023, 2.410)
H (-2.702, -0.051, -0.162)
H (-3.272, -0.927, 1.960)
H (-3.185, 0.853, 1.954)
H (-2.822, -0.278, 4.531)
H (-0.961, -0.262, 6.179)
H (1.389, -0.038, 5.344)
H (1.770, 0.103, 2.902)
C (-0.586, -3.989, -1.044)
C (-0.322, -2.643, -0.490)
O (-0.120, -2.407, 0.734)
O (-0.286, -1.606, -1.282)
H (-0.431, -4.755, -0.291)
H (0.049, -4.150, -1.916)
H (-1.618, -4.018, -1.400)

Summary:
total charge = +2
multiplicity = 1
DFT total energy = -1748.36438 hartree
gap between HOMO and LUMO = 0.264 hartree
energy above the lowest of the compared OMol25 structures with the same formula, charge and spin = 9.7 kcal per mole

Atomic partial charges in e from the Löwdin method, atoms 1 to 2: number 1, Zr, carries 1.986; number 2, C, carries -0.062



[4]
An isolated molecule of C25H26N2O7S. Source: the Open Molecules 2025 dataset; level of theory: ωB97M-V with the def2-TZVPD basis set.

Atoms and positions in Å:
C (-2.425, 2.590, -1.409)
H (-1.492, 3.023, -1.775)
H (-2.659, 2.999, -0.425)
H (-3.231, 2.778, -2.114)
O (-2.273, 1.176, -1.335)
C (-1.716, 0.687, -0.244)
O (-1.444, 1.329, 0.743)
C (-1.400, -0.809, -0.354)
N (-1.288, -1.372, 0.977)
H (-1.282, -0.620, 1.660)
C (-0.075, -2.168, 1.093)
C (-0.319, -3.644, 0.851)
C (-1.604, -4.164, 0.874)
C (-1.825, -5.514, 0.673)
C (-0.757, -6.375, 0.461)
C (0.538, -5.867, 0.474)
C (0.749, -4.518, 0.674)
H (1.765, -4.151, 0.712)
H (1.364, -6.545, 0.334)
O (-0.927, -7.709, 0.251)
H (-1.866, -7.926, 0.290)
H (-2.836, -5.900, 0.689)
H (-2.438, -3.508, 1.061)
H (0.339, -2.062, 2.103)
C (0.901, -1.550, 0.065)
C (1.679, -0.394, 0.666)
O (2.345, -0.411, 1.665)
N (1.501, 0.704, -0.161)
C (0.639, 0.466, -1.214)
O (0.405, 1.240, -2.105)
C (0.035, -0.910, -1.007)
H (-0.016, -1.457, -1.946)
C (2.114, 1.963, 0.073)
C (2.804, 2.588, -0.952)
C (3.404, 3.819, -0.727)
C (3.332, 4.405, 0.542)
C (2.616, 3.773, 1.551)
C (2.000, 2.560, 1.322)
H (1.442, 2.073, 2.104)
H (2.559, 4.253, 2.514)
O (3.952, 5.593, 0.829)
C (4.911, 5.970, -0.135)
C (4.345, 5.781, -1.541)
H (3.430, 6.380, -1.646)
O (4.056, 4.420, -1.771)
H (5.067, 6.077, -2.304)
H (5.815, 5.356, -0.024)
H (5.151, 7.016, 0.060)
H (2.877, 2.147, -1.932)
H (1.605, -2.284, -0.327)
C (-2.423, -1.557, -1.223)
C (-3.890, -1.335, -0.866)
H (-4.164, -0.285, -0.939)
H (-4.501, -1.905, -1.567)
S (-4.408, -1.904, 0.791)
C (-4.481, -0.336, 1.698)
H (-5.224, 0.311, 1.240)
H (-3.505, 0.137, 1.707)
H (-4.780, -0.583, 2.711)
H (-2.194, -2.621, -1.156)
H (-2.296, -1.229, -2.257)

Summary:
total charge = 0
multiplicity = 1
DFT total energy = -2002.68872 hartree
gap between HOMO and LUMO = 0.326 hartree
energy above the lowest of the compared OMol25 structures with the same formula, charge and spin = 2.5 kcal per mole

Atomic partial charges in e from the Löwdin method, atoms 1 to 2: number 1, C, carries -0.011; number 2, H, carries 0.098



Repeat the first record exactly.
C25H26N2O2S4SbSiW as an isolated structure. Source: the Open Molecules 2025 dataset; level of theory: ωB97M-V with the def2-TZVPD basis set.

Atoms and positions in Å:
W (0.474, -0.989, 2.460)
O (0.483, 0.829, 2.112)
C (1.025, 1.870, 1.447)
C (0.360, 3.087, 1.429)
C (0.912, 4.133, 0.712)
C (2.104, 3.962, 0.023)
C (2.753, 2.743, 0.039)
C (2.226, 1.668, 0.757)
C (2.859, 0.359, 0.775)
N (2.371, -0.785, 1.264)
C (3.317, -1.762, 1.015)
C (4.369, -1.206, 0.372)
N (4.070, 0.122, 0.238)
H (-0.575, 3.183, 1.964)
H (0.408, 5.089, 0.685)
H (2.525, 4.783, -0.540)
H (3.661, 2.633, -0.539)
H (3.170, -2.779, 1.327)
H (5.289, -1.630, 0.014)
H (4.652, 0.816, -0.199)
S (-0.854, -1.136, 4.271)
Sb (1.174, -2.447, 4.991)
S (2.349, -0.621, 4.175)
S (1.057, -3.288, 2.736)
S (1.263, -3.624, 6.830)
C (-2.897, -2.905, -0.396)
C (-1.917, -2.261, -1.386)
C (-2.691, -1.706, -2.590)
C (-0.901, -3.303, -1.857)
Si (-1.092, -0.790, -0.548)
O (-0.251, -1.422, 0.826)
C (-2.333, 0.391, 0.195)
C (-2.723, 0.187, 1.521)
C (-3.621, 1.033, 2.151)
C (-4.172, 2.094, 1.446)
C (-3.839, 2.284, 0.112)
C (-2.930, 1.440, -0.509)
C (0.267, 0.016, -1.559)
C (0.180, 1.312, -2.071)
C (1.187, 1.839, -2.866)
C (2.309, 1.079, -3.160)
C (2.426, -0.204, -2.642)
C (1.415, -0.728, -1.852)
H (-3.390, -3.756, -0.871)
H (-3.674, -2.207, -0.080)
H (-2.384, -3.277, 0.495)
H (-3.202, -2.524, -3.103)
H (-2.028, -1.228, -3.315)
H (-3.455, -0.987, -2.287)
H (-1.430, -4.154, -2.294)
H (-0.296, -3.682, -1.030)
H (-0.236, -2.904, -2.625)
H (-2.333, -0.687, 2.039)
H (-3.900, 0.858, 3.183)
H (-4.875, 2.760, 1.928)
H (-4.290, 3.093, -0.448)
H (-2.701, 1.606, -1.555)
H (-0.672, 1.935, -1.834)
H (1.094, 2.844, -3.256)
H (3.088, 1.483, -3.794)
H (3.297, -0.806, -2.871)
H (1.528, -1.730, -1.454)

Summary:
total charge = +1
multiplicity = 1
DFT total energy = -3417.82221 hartree
gap between HOMO and LUMO = 0.243 hartree
energy above the lowest of the compared OMol25 structures with the same formula, charge and spin = 28.5 kcal per mole

Atomic partial charges in e from the Löwdin method, atoms 1 to 2: number 1, W, carries 1.038; number 2, O, carries -0.287



What did the third record say?
C25H26N2O3SZr as an isolated structure. Source: the Open Molecules 2025 dataset; level of theory: ωB97M-V with the def2-TZVPD basis set.

Atoms and positions in Å:
Zr (0.225, -0.260, 0.210)
C (3.356, -4.962, 0.270)
C (4.742, -4.329, 0.155)
C (5.414, -4.862, -1.120)
C (5.571, -4.734, 1.383)
C (4.670, -2.809, 0.083)
C (5.864, -2.070, -0.054)
C (5.889, -0.696, -0.137)
C (4.673, -0.022, -0.085)
S (4.346, 1.684, -0.189)
C (2.676, 1.395, -0.033)
N (2.355, 0.098, 0.088)
C (3.481, -0.728, 0.057)
C (3.471, -2.119, 0.147)
C (1.626, 2.417, -0.055)
C (1.943, 3.772, -0.128)
C (0.921, 4.705, -0.176)
C (-0.402, 4.288, -0.150)
C (-0.710, 2.934, -0.070)
C (0.285, 1.957, -0.026)
H (3.460, -6.046, 0.312)
H (2.734, -4.730, -0.598)
H (2.836, -4.649, 1.179)
H (5.466, -5.950, -1.081)
H (6.431, -4.490, -1.233)
H (4.849, -4.580, -2.010)
H (5.639, -5.820, 1.440)
H (5.110, -4.373, 2.304)
H (6.587, -4.343, 1.335)
H (6.804, -2.601, -0.098)
H (6.823, -0.163, -0.246)
H (2.537, -2.652, 0.273)
H (2.973, 4.108, -0.150)
H (1.156, 5.759, -0.236)
H (-1.196, 5.021, -0.195)
H (-1.757, 2.647, -0.053)
O (-2.023, -0.099, 0.521)
C (-2.610, -0.068, 1.838)
C (-1.501, -0.106, 2.854)
C (-1.794, -0.198, 4.205)
C (-0.755, -0.184, 5.120)
C (0.552, -0.065, 4.662)
C (0.767, 0.018, 3.304)
N (-0.238, -0.023, 2.410)
H (-2.702, -0.051, -0.162)
H (-3.272, -0.927, 1.960)
H (-3.185, 0.853, 1.954)
H (-2.822, -0.278, 4.531)
H (-0.961, -0.262, 6.179)
H (1.389, -0.038, 5.344)
H (1.770, 0.103, 2.902)
C (-0.586, -3.989, -1.044)
C (-0.322, -2.643, -0.490)
O (-0.120, -2.407, 0.734)
O (-0.286, -1.606, -1.282)
H (-0.431, -4.755, -0.291)
H (0.049, -4.150, -1.916)
H (-1.618, -4.018, -1.400)

Summary:
total charge = +2
multiplicity = 1
DFT total energy = -1748.36438 hartree
gap between HOMO and LUMO = 0.264 hartree
energy above the lowest of the compared OMol25 structures with the same formula, charge and spin = 9.7 kcal per mole

Atomic partial charges in e from the Löwdin method, atoms 1 to 2: number 1, Zr, carries 1.986; number 2, C, carries -0.062



Among the records above, which one has the lowest DFT total energy? C25H26N2O2S4SbSiW



Among the records above, which one has the lowest energy above the lowest of the compared OMol25 structures with the same formula, charge and spin? C25H26N2O7S